[1]
Formula: C30H64B2Cl18N2O8PS2
Source: the OMol25 dataset
Level of theory: ωB97M-V/def2-TZVPD

Element x y z (Å)
1 C 0.232 0.699 1.203
2 C 1.141 0.691 -0.046
3 C 1.420 2.082 -0.631
4 C 0.214 2.984 -0.956
5 N -0.051 3.152 -2.392
6 B -0.481 1.909 -3.201
7 C 0.780 1.002 -3.790
8 P 2.125 1.853 -4.587
9 O 2.493 1.256 -5.892
10 O 1.842 3.421 -4.762
11 O 3.393 1.853 -3.576
12 S -1.620 0.663 -2.167
13 C -2.570 -0.319 -3.367
14 C -4.070 -0.040 -3.419
15 O -4.829 -0.795 -4.002
16 O -4.539 1.054 -2.746
17 C -5.078 0.746 -1.445
18 C -4.444 1.662 -0.382
19 C -5.469 2.454 0.431
20 O -3.493 0.974 0.478
21 C -4.007 0.273 1.496
22 O -5.101 -0.270 1.498
23 C -3.047 0.201 2.671
24 S -3.864 0.194 4.285
25 B -1.424 2.491 -4.539
26 N -2.641 3.349 -4.361
27 O -1.078 2.211 -5.888
28 H -0.557 -0.057 1.132
29 H -0.209 1.682 1.389
30 H 0.819 0.444 2.095
31 H 0.782 -0.021 -0.793
32 H 2.118 0.308 0.286
33 H 2.080 2.003 -1.500
34 H 2.015 2.610 0.131
35 H 0.482 3.979 -0.560
36 H -0.684 2.694 -0.383
37 H -0.757 3.877 -2.482
38 H 0.471 0.261 -4.536
39 H 1.227 0.434 -2.963
40 H 2.175 3.920 -3.999
41 H 3.791 0.974 -3.532
42 H -2.517 -1.357 -3.026
43 H -2.138 -0.296 -4.372
44 H -4.942 -0.307 -1.191
45 H -6.148 0.978 -1.495
46 H -3.841 2.369 -0.963
47 H -5.699 3.393 -0.072
48 H -6.400 1.910 0.609
49 H -5.044 2.720 1.409
50 H -2.471 -0.719 2.609
51 H -2.338 1.026 2.644
52 H -5.168 0.400 4.055
53 H -3.404 3.006 -4.942
54 H -2.397 4.290 -4.660
55 H -1.197 1.266 -6.063
56 Cl 1.190 -2.483 -2.955
57 C 2.378 -3.132 -4.109
58 C 3.798 -2.922 -3.665
59 Cl 4.310 -1.211 -3.695
60 H 2.193 -2.666 -5.075
61 H 2.189 -4.203 -4.189
62 H 4.479 -3.443 -4.336
63 H 3.951 -3.287 -2.658
64 Cl -1.087 3.631 2.745
65 C -2.171 4.425 3.913
66 C -3.432 4.927 3.257
67 Cl -3.126 6.290 2.144
68 H -1.619 5.229 4.394
69 H -2.435 3.680 4.663
70 H -4.123 5.286 4.017
71 H -3.919 4.137 2.689
72 Cl 7.618 -1.974 -2.938
73 C 8.419 -3.476 -2.410
74 C 8.447 -4.535 -3.480
75 Cl 6.830 -5.202 -3.839
76 H 7.910 -3.829 -1.515
77 H 9.444 -3.214 -2.151
78 H 9.059 -5.368 -3.148
79 H 8.860 -4.148 -4.408
80 Cl -6.956 1.913 4.037
81 C -7.737 2.008 5.634
82 C -9.131 1.435 5.623
83 Cl -10.261 2.432 4.672
84 H -7.738 3.050 5.944
85 H -7.115 1.439 6.325
86 H -9.517 1.398 6.640
87 H -9.141 0.430 5.207
88 Cl 4.265 -5.564 -0.476
89 C 2.912 -5.202 0.630
90 C 1.636 -5.888 0.216
91 Cl 0.923 -5.215 -1.276
92 H 2.789 -4.122 0.674
93 H 3.213 -5.562 1.612
94 H 0.887 -5.754 0.996
95 H 1.798 -6.954 0.068
96 Cl -2.067 5.932 -2.593
97 C -3.242 7.227 -2.262
98 C -4.530 6.701 -1.693
99 Cl -5.440 5.766 -2.908
100 H -3.421 7.764 -3.191
101 H -2.774 7.907 -1.551
102 H -5.164 7.534 -1.390
103 H -4.350 6.064 -0.828
104 Cl -0.660 -3.949 2.014
105 C -0.540 -3.976 3.794
106 C -1.199 -2.771 4.415
107 Cl -0.309 -1.268 4.055
108 H 0.513 -4.036 4.060
109 H -1.035 -4.885 4.133
110 H -1.220 -2.874 5.496
111 H -2.221 -2.647 4.061
112 Cl 12.159 -1.977 -2.260
113 C 13.447 -3.170 -2.558
114 C 12.985 -4.289 -3.455
115 Cl 11.770 -5.323 -2.658
116 H 13.783 -3.548 -1.595
117 H 14.271 -2.640 -3.034
118 H 13.827 -4.928 -3.714
119 H 12.544 -3.905 -4.372
120 Cl -0.682 -1.595 8.069
121 C -0.716 -3.037 9.113
122 C 0.039 -4.189 8.503
123 Cl -0.777 -4.814 7.045
124 H -1.757 -3.297 9.291
125 H -0.257 -2.762 10.062
126 H 0.100 -5.011 9.214
127 H 1.048 -3.899 8.219

As for the net charge: -1. The maximum force is 1.57 eV/Å. Its molar mass is 1335.73 g/mol. The lowest unoccupied orbital energy comes out at 1.469 eV. Its HOMO-LUMO gap is 0.2016 hartree.

[2]
Formula: C30H65BrCl34F2N2OP
Source: the OMol25 dataset
Level of theory: ωB97M-V/def2-TZVPD

Element x y z (Å)
1 C -4.509 3.254 0.900
2 O -4.109 3.070 -0.431
3 C -2.700 3.068 -0.604
4 C -2.341 2.273 -1.847
5 C -1.486 1.028 -1.646
6 P -2.358 -0.692 -1.574
7 N -3.978 -0.010 -1.282
8 F -0.758 -1.319 -2.010
9 C -2.711 -0.560 -3.481
10 C -4.144 -0.730 -3.928
11 F -4.791 0.475 -4.071
12 C -2.016 -0.899 0.290
13 C -2.017 0.344 1.157
14 C -1.982 -0.108 2.619
15 Br -3.727 0.049 3.480
16 C -2.942 -2.558 -1.646
17 C -2.155 -3.657 -0.898
18 C -2.739 -4.261 0.405
19 C -4.175 -3.995 0.728
20 N -4.691 -4.942 1.740
21 H -5.261 2.513 1.114
22 H -3.717 3.135 1.616
23 H -4.993 4.214 0.980
24 H -2.432 4.105 -0.771
25 H -2.168 2.771 0.284
26 H -1.752 2.957 -2.433
27 H -3.209 2.131 -2.454
28 H -0.715 1.175 -0.900
29 H -0.872 0.960 -2.526
30 H -4.049 0.633 -0.511
31 H -4.710 -0.684 -1.142
32 H -2.046 -1.212 -4.019
33 H -2.465 0.404 -3.900
34 H -4.130 -1.135 -4.923
35 H -4.742 -1.402 -3.344
36 H -2.851 -1.465 0.657
37 H -1.093 -1.410 0.495
38 H -2.883 0.978 1.101
39 H -1.171 0.956 1.069
40 H -1.564 -1.090 2.693
41 H -1.308 0.530 3.186
42 H -2.835 -2.871 -2.673
43 H -3.999 -2.697 -1.455
44 H -1.143 -3.414 -0.681
45 H -2.058 -4.501 -1.571
46 H -2.145 -3.917 1.242
47 H -2.603 -5.329 0.409
48 H -4.757 -4.135 -0.161
49 H -4.374 -2.986 1.059
50 H -4.061 -4.878 2.523
51 H -5.556 -4.548 2.053
52 C 2.426 5.513 -4.460
53 Cl 2.568 3.755 -4.439
54 Cl 1.397 6.136 -3.160
55 H 3.415 5.937 -4.345
56 H 2.001 5.811 -5.406
57 C 1.297 10.219 -2.140
58 Cl 2.462 9.460 -3.235
59 Cl 0.829 9.146 -0.815
60 H 1.748 11.109 -1.722
61 H 0.411 10.478 -2.705
62 C 0.960 -6.144 0.521
63 Cl -0.595 -6.495 1.295
64 Cl 1.385 -4.437 0.575
65 H 1.730 -6.695 1.046
66 H 0.913 -6.461 -0.511
67 C 4.041 -1.847 2.322
68 Cl 2.978 -1.236 1.040
69 Cl 5.592 -2.409 1.665
70 H 4.230 -1.052 3.034
71 H 3.549 -2.676 2.813
72 C 6.025 10.379 -1.368
73 Cl 4.773 11.563 -0.961
74 Cl 5.409 8.727 -1.326
75 H 6.389 10.589 -2.364
76 H 6.829 10.468 -0.651
77 C -3.003 -4.659 -5.784
78 Cl -3.936 -4.459 -4.291
79 Cl -2.678 -3.143 -6.625
80 H -2.056 -5.117 -5.533
81 H -3.559 -5.303 -6.451
82 C 3.576 2.514 0.149
83 Cl 2.795 2.150 1.694
84 Cl 3.110 4.111 -0.442
85 H 4.646 2.493 0.301
86 H 3.287 1.771 -0.584
87 C 6.563 -6.417 3.077
88 Cl 4.882 -6.292 2.521
89 Cl 6.913 -5.264 4.374
90 H 6.723 -7.418 3.457
91 H 7.227 -6.223 2.258
92 C 3.536 5.602 -8.752
93 Cl 2.387 6.758 -8.064
94 Cl 3.509 4.043 -7.922
95 H 3.280 5.445 -9.791
96 H 4.531 6.019 -8.674
97 C 1.875 -1.024 4.076
98 Cl 3.082 -0.422 5.222
99 Cl 1.772 -2.775 4.079
100 H 0.913 -0.611 4.337
101 H 2.161 -0.711 3.079
102 C 3.682 3.201 6.094
103 Cl 2.036 3.331 5.470
104 Cl 4.097 4.561 7.146
105 H 3.764 2.284 6.661
106 H 4.367 3.186 5.258
107 C -7.308 -0.535 3.936
108 Cl -7.107 -2.278 3.760
109 Cl -8.129 -0.098 5.444
110 H -6.337 -0.059 3.923
111 H -7.904 -0.192 3.105
112 C -8.411 -1.854 -0.360
113 Cl -7.669 -1.888 -1.960
114 Cl -7.880 -0.449 0.575
115 H -9.483 -1.796 -0.484
116 H -8.143 -2.754 0.179
117 C 1.095 -6.014 6.006
118 Cl 0.309 -7.561 6.349
119 Cl 2.425 -6.193 4.857
120 H 0.362 -5.337 5.586
121 H 1.487 -5.612 6.929
122 C 7.930 -1.978 -1.937
123 Cl 6.920 -0.820 -1.062
124 Cl 7.945 -3.619 -1.242
125 H 7.553 -2.049 -2.948
126 H 8.946 -1.607 -1.941
127 C -0.686 6.128 4.682
128 Cl -1.966 6.448 5.859
129 Cl -0.006 7.626 4.031
130 H 0.104 5.573 5.169
131 H -1.100 5.551 3.866
132 C 7.351 -7.109 -1.782
133 Cl 7.456 -8.872 -1.880
134 Cl 6.483 -6.583 -0.335
135 H 8.352 -6.702 -1.755
136 H 6.824 -6.743 -2.652

As for the net charge: -1. The maximum force is 2.03 eV/Å. Its molar mass is 1824.14 g/mol. The lowest unoccupied orbital energy comes out at 1.542 eV. Its HOMO-LUMO gap is 0.1970 hartree.

[3]
Formula: C30H66B2F17N6O12
Source: the OMol25 dataset
Level of theory: ωB97M-V/def2-TZVPD

Element x y z (Å)
1 C -9.915 23.003 21.063
2 C -8.971 22.298 20.158
3 O -8.465 22.752 19.194
4 N -8.545 20.893 20.689
5 H -9.144 20.737 21.500
6 H -8.786 20.197 19.981
7 C -7.054 20.908 21.001
8 H -9.405 23.423 21.934
9 H -10.556 22.239 21.518
10 H -10.481 23.723 20.481
11 H -6.930 21.751 21.674
12 H -6.482 21.122 20.102
13 H -6.839 19.911 21.373
14 C -11.894 34.407 20.715
15 C -12.175 33.094 19.999
16 O -13.134 32.979 19.318
17 N -11.128 32.018 20.167
18 H -10.800 32.114 21.128
19 H -11.561 31.082 20.184
20 C -10.045 32.205 19.142
21 H -11.521 34.168 21.713
22 H -12.654 35.184 20.693
23 H -11.109 34.843 20.084
24 H -9.294 31.423 19.197
25 H -9.517 33.114 19.420
26 H -10.413 32.238 18.122
27 C -15.421 24.582 18.057
28 C -15.752 23.093 17.982
29 O -15.771 22.364 18.897
30 N -16.041 22.549 16.572
31 H -17.021 22.430 16.296
32 H -15.726 23.215 15.864
33 C -15.358 21.214 16.393
34 H -14.694 25.012 17.373
35 H -15.425 24.991 19.062
36 H -16.384 24.960 17.674
37 H -15.614 20.481 17.146
38 H -14.300 21.431 16.229
39 H -15.493 20.835 15.376
40 C -14.972 27.892 22.152
41 C -15.661 28.917 21.314
42 O -16.826 28.944 21.155
43 N -14.798 30.069 20.768
44 H -14.774 30.854 21.414
45 H -13.856 29.691 20.666
46 C -15.241 30.472 19.369
47 H -15.090 28.132 23.210
48 H -13.891 27.808 21.997
49 H -15.289 26.874 21.935
50 H -14.447 31.099 18.960
51 H -16.083 31.160 19.402
52 H -15.320 29.635 18.684
53 C -10.539 27.831 24.141
54 C -9.692 27.471 22.962
55 O -9.262 26.391 22.746
56 N -9.388 28.609 22.036
57 H -10.122 28.619 21.297
58 H -9.640 29.484 22.497
59 C -7.942 28.633 21.625
60 H -10.297 28.711 24.739
61 H -10.596 27.000 24.842
62 H -11.569 27.987 23.801
63 H -7.884 29.437 20.894
64 H -7.612 27.670 21.254
65 H -7.364 28.909 22.504
66 C -8.869 29.757 12.164
67 C -9.591 29.175 13.344
68 O -10.755 29.146 13.532
69 N -8.665 28.652 14.460
70 H -7.846 28.534 13.864
71 H -8.479 29.426 15.120
72 C -9.096 27.352 15.084
73 H -8.490 28.964 11.517
74 H -8.035 30.360 12.534
75 H -9.520 30.442 11.628
76 H -9.845 27.611 15.825
77 H -8.201 26.996 15.587
78 H -9.514 26.695 14.330
79 C -13.224 36.694 17.131
80 O -13.825 35.390 17.264
81 O -13.974 37.367 16.245
82 C -13.146 37.242 18.541
83 F -12.469 36.406 19.396
84 F -12.498 38.431 18.617
85 F -14.351 37.524 19.081
86 C -13.079 34.353 16.696
87 C -13.982 33.095 16.634
88 H -13.627 32.305 15.970
89 H -14.239 32.836 17.661
90 H -14.951 33.282 16.165
91 H -12.254 33.929 17.294
92 H -12.634 34.522 15.713
93 H -12.155 36.595 16.858
94 C -11.850 28.488 19.399
95 O -12.514 29.447 18.570
96 O -11.871 28.967 20.666
97 C -12.198 26.977 19.162
98 F -11.690 26.365 18.056
99 F -11.722 26.218 20.169
100 F -13.545 26.815 19.171
101 C -12.416 29.182 17.176
102 C -12.949 30.466 16.532
103 H -12.368 31.349 16.788
104 H -12.980 30.418 15.442
105 H -13.996 30.521 16.830
106 H -13.103 28.390 16.863
107 H -11.394 28.951 16.868
108 H -10.814 28.583 19.021
109 C -14.305 21.868 24.121
110 O -13.209 22.279 23.269
111 O -14.710 20.672 23.700
112 C -13.891 22.086 25.605
113 F -14.973 21.983 26.401
114 F -13.059 21.085 25.955
115 F -13.382 23.291 25.966
116 C -12.929 23.627 23.032
117 C -13.688 24.114 21.803
118 H -13.977 25.174 21.753
119 H -13.248 24.094 20.798
120 H -14.658 23.614 21.738
121 H -11.896 23.936 22.828
122 H -13.205 24.267 23.875
123 H -15.148 22.522 23.832
124 B -17.225 31.477 16.423
125 F -17.776 31.891 17.651
126 F -18.020 30.438 15.873
127 F -17.327 32.574 15.573
128 F -15.930 31.029 16.633
129 B -7.571 30.492 17.130
130 F -8.889 30.176 17.522
131 F -6.640 29.530 17.517
132 F -7.536 30.689 15.739
133 F -7.278 31.663 17.862

As for the net charge: +1. The maximum force is 4.03 eV/Å. Its molar mass is 1047.48 g/mol. The lowest unoccupied orbital energy comes out at -4.132 eV. Its HOMO-LUMO gap is 0.0748 hartree.

Calculated DFT total energy in order - -309232.783; -547719.947; -113232.288 eV